1.
The following is a quantum chemistry calculation of a 3-piece molecular cluster, C5H8N2 overall, from the OMol25 dataset.

```
15
Properties=species:S:1:pos:R:3:lowdin_charge:R:1
N -0.551 -0.311 1.035 -0.257
N 0.481 0.648 1.000 0.142
C 1.905 1.407 -0.894 -0.028
C 1.075 0.422 -0.141 -0.337
C -0.487 -1.145 -0.097 -0.102
C -1.624 -0.265 1.780 0.048
C 0.552 -0.747 -0.832 -0.015
H 2.121 0.940 -1.856 0.072
H -1.546 0.560 2.506 0.013
H 1.255 2.269 -1.085 0.091
H -3.538 0.477 -0.544 0.043
H 2.833 1.760 -0.444 0.081
H 0.984 -1.196 -1.723 0.113
H -1.270 -1.884 -0.198 0.056
H -2.245 -3.179 1.279 0.079
```

Its total energy is -304.4966 hartree. Its HOMO-LUMO gap (alpha / beta) is 8.668 / 8.577 eV. As for the energy above the lowest of the compared OMol25 structures with the same formula, charge and spin: 889.8 kJ/mol. Its strongest force on any atom is 0.955 eV/Å. The highest occupied orbital energy (alpha / beta) comes out at -8.80 / -8.74 eV.


2.
The following is a quantum chemistry calculation of C24H29Cu2N4O as an isolated structure, from the OMol25 dataset.

```
60
Properties=species:S:1:pos:R:3:lowdin_charge:R:1
Cu -2.193 -0.990 -1.692 0.545
Cu -1.064 -0.989 -3.278 0.684
O -0.630 -0.363 -1.754 -0.442
N 2.520 -1.752 -2.490 -0.057
N 3.065 2.370 0.728 -0.056
N -1.522 -1.763 3.176 -0.045
N -3.792 1.308 -0.766 -0.100
C 0.669 -2.013 2.300 0.123
C -1.589 1.662 -1.616 0.015
C -2.376 -1.649 4.375 0.065
C 0.369 1.930 -0.028 -0.113
C 2.030 3.190 1.221 0.112
C 0.684 3.008 0.844 0.091
C 1.426 1.155 -0.600 0.071
C 0.184 -1.965 0.944 -0.107
C -5.229 1.146 -1.000 0.065
C 2.425 -1.655 -0.159 0.068
C -2.998 1.565 -1.829 0.024
C 4.473 2.710 0.992 0.064
C 1.259 -2.283 -2.603 0.036
C -0.206 -1.904 3.416 0.077
C -1.879 1.506 0.787 0.092
C 1.074 -2.111 -0.184 -0.111
C 2.785 1.346 -0.127 0.037
C -1.187 -1.752 0.789 0.002
C -3.302 1.237 0.515 0.066
C -2.020 -1.626 1.875 0.054
C 3.148 -1.192 -3.691 0.085
C 3.113 -1.549 -1.340 -0.006
C -1.040 1.695 -0.352 -0.161
C 0.529 -2.610 -1.445 0.052
H 3.093 -0.119 -3.509 0.123
H -5.897 1.185 -0.140 0.133
H 4.066 -1.070 -1.505 0.167
H 1.141 0.306 -1.205 0.076
H -0.124 3.652 1.158 0.151
H -2.001 -2.293 5.171 0.135
H -1.543 1.506 1.814 0.138
H -5.664 1.873 -1.686 0.141
H -0.431 -3.084 -1.590 0.143
H -0.968 1.616 -2.498 0.142
H -1.671 -1.836 -0.174 0.069
H -5.190 0.123 -1.374 0.116
H 1.693 -2.228 2.568 0.144
H 5.096 2.758 0.099 0.130
H -2.388 -0.632 4.767 0.127
H 0.826 -2.162 -3.586 0.140
H -3.489 1.653 -2.787 0.171
H 2.829 -1.184 0.725 0.143
H 2.309 3.932 1.954 0.163
H 0.082 -0.841 -1.287 -0.017
H -3.062 -1.343 1.845 0.145
H 4.212 -1.420 -3.623 0.137
H 4.513 3.654 1.536 0.126
H -3.402 -1.821 4.051 0.120
H 4.803 1.861 1.590 0.124
H 3.549 0.660 -0.461 0.118
H -3.974 1.016 1.331 0.152
H 0.152 -1.880 4.435 0.174
H 2.712 -1.547 -4.625 0.136
```

Its total energy is -4504.7626 hartree. Its HOMO-LUMO gap is 8.244 eV. As for the energy above the lowest of the compared OMol25 structures with the same formula, charge and spin: 785.3 kJ/mol. The net charge is +5. Its strongest force on any atom is 10.185 eV/Å. The highest occupied orbital energy comes out at -24.64 eV.


3.
The following is a quantum chemistry calculation of one molecule with the formula H2N2O4S, from the OMol25 dataset.

```
9
Properties=species:S:1:pos:R:3:lowdin_charge:R:1
S -0.761 0.125 -0.429 0.714
O -1.941 -0.664 -0.300 -0.243
O 0.973 -1.603 -1.312 0.122
O -0.558 0.973 -1.545 -0.253
O 1.528 -0.613 0.532 0.068
N 0.855 -0.870 -0.403 -0.466
N -0.340 1.023 1.006 -0.026
H 0.570 1.301 0.738 0.037
H -0.327 0.329 1.712 0.048
```

Its total energy is -809.7165 hartree. Its HOMO-LUMO gap is 10.884 eV. As for the SMILES: NS(=O)(=O)[N+](=O)[O-]. As for the energy above the lowest of the compared OMol25 structures with the same formula, charge and spin: 162.3 kJ/mol. Its strongest force on any atom is 4.141 eV/Å. The highest occupied orbital energy comes out at -11.34 eV.


4.
The following is a quantum chemistry calculation of one molecule with the formula C8H15NO, from the OMol25 dataset.

```
25
Properties=species:S:1:pos:R:3:lowdin_charge:R:1
O 1.064 1.216 0.413 -0.196
N 0.778 0.117 -0.451 -0.096
C -0.536 -0.546 -0.023 -0.207
C -0.705 -1.855 -0.139 0.057
C -2.836 0.455 -0.579 -0.100
C 1.953 -0.709 -0.608 -0.238
C 1.279 2.410 -0.302 -0.096
C -2.920 0.022 0.847 -0.111
C -1.593 0.436 0.278 -0.240
C 2.530 -1.277 0.690 -0.077
H -1.662 -2.308 0.044 0.056
H 2.705 -0.070 -1.085 0.112
H -3.093 -1.020 1.064 0.091
H -1.218 1.398 0.600 0.128
H -3.252 1.413 -0.854 0.095
H -2.920 -0.296 -1.348 0.103
H 0.445 2.634 -0.973 0.086
H 1.363 3.184 0.460 0.090
H 0.080 -2.531 -0.421 0.051
H 2.207 2.372 -0.882 0.081
H 2.841 -0.462 1.340 0.068
H 3.392 -1.901 0.470 0.070
H 1.700 -1.502 -1.312 0.111
H 1.785 -1.867 1.215 0.063
H -3.388 0.690 1.555 0.099
```

Its total energy is -443.6906 hartree. Its HOMO-LUMO gap is 9.299 eV. As for the SMILES: C=C(C1CC1)N(CC)OC. As for the energy above the lowest of the compared OMol25 structures with the same formula, charge and spin: 395.3 kJ/mol. Its strongest force on any atom is 2.912 eV/Å. The highest occupied orbital energy comes out at -8.24 eV.


5.
The following is a quantum chemistry calculation of C3H3LiNaO2 as an isolated structure, from the OMol25 dataset.

```
10
Properties=species:S:1:pos:R:3:lowdin_charge:R:1
Na 2.514 -0.449 0.555 0.511
O 0.262 -0.239 0.285 -0.572
O -3.180 1.920 3.243 0.095
C 0.401 -0.373 -1.114 -0.613
C 1.844 -0.541 -1.528 -0.184
C -2.537 1.131 2.765 0.027
Li -0.936 -0.172 1.527 0.630
H -0.224 -1.232 -1.470 0.080
H -0.043 0.517 -1.628 0.080
H 1.900 -0.562 -2.635 -0.054
```

The spin multiplicity is 2. Its total energy is -436.3132 hartree. Its HOMO-LUMO gap (alpha / beta) is 4.233 / 5.336 eV. As for the energy above the lowest of the compared OMol25 structures with the same formula, charge and spin: 218.8 kJ/mol. Its strongest force on any atom is 1.506 eV/Å. The highest occupied orbital energy (alpha / beta) comes out at -4.85 / -5.95 eV.


6.
The following is a quantum chemistry calculation of C28H23BrDyF3N3O7S2 as an isolated structure, from the OMol25 dataset.

```
68
Properties=species:S:1:pos:R:3:lowdin_charge:R:1
Dy 0.131 0.276 0.972 1.410
Br 3.136 -0.448 -0.538 0.848
S -2.085 -0.961 -1.303 0.941
S 0.669 1.368 3.441 0.291
F -3.070 -5.917 4.162 0.132
F -4.747 -4.564 4.091 0.137
F -3.401 -4.524 5.777 0.136
O -2.031 -0.088 -0.067 -0.605
O 5.834 -2.952 3.105 0.066
O 0.647 0.589 4.670 -0.354
O 1.615 0.701 2.441 -0.506
O -0.675 1.180 2.719 -0.498
O 0.171 -1.473 -0.560 -0.620
O 0.975 2.767 3.588 -0.312
N 2.135 -1.846 1.612 0.008
N 0.692 8.705 -5.119 0.134
N -1.079 -1.786 2.337 0.041
C 1.680 5.676 -3.701 -0.036
C -2.460 -3.732 2.340 0.020
C 2.231 -2.535 2.747 -0.104
C -3.448 -4.652 4.443 -0.579
C 0.474 -2.769 -0.897 -0.340
C 0.695 7.790 -4.423 -0.208
C -1.216 -1.697 3.655 -0.091
C -0.157 1.264 -4.757 -0.079
C -1.687 -2.780 1.694 -0.105
C -3.802 -0.683 -1.807 -0.225
C 3.267 -1.533 1.015 -0.694
C 4.604 -2.607 2.640 -0.307
C 4.532 -1.884 1.459 -0.034
C 0.674 4.408 -1.901 -0.264
C -0.294 6.515 -2.590 -0.035
C -0.940 1.959 -3.849 -0.073
C -2.601 -3.636 3.720 -0.115
C -0.533 -0.772 -3.541 -0.070
C 1.669 4.570 -2.878 -0.028
C 0.051 -0.099 -4.603 -0.075
C 3.428 -2.942 3.303 0.009
C 0.695 6.653 -3.564 -0.256
C -1.533 1.291 -2.788 -0.086
C -0.301 5.408 -1.769 -0.023
C 0.632 3.242 -1.094 -0.172
C -1.969 -2.606 4.394 0.031
C -1.335 -0.069 -2.655 -0.375
C 0.529 2.215 -0.439 -0.088
H 1.336 -2.841 -1.586 0.059
H 2.448 5.792 -4.453 0.114
H 0.684 -0.636 -5.297 0.101
H -2.100 1.830 -2.042 0.118
H -1.069 3.026 -3.949 0.104
H -4.011 -1.316 -2.667 0.053
H -2.055 -2.492 5.463 0.121
H -4.416 -0.991 -0.966 0.048
H -1.050 7.280 -2.483 0.115
H -1.058 5.295 -1.007 0.119
H -2.931 -4.525 1.780 0.122
H -0.371 -3.278 -1.410 0.055
H 3.441 -3.487 4.236 0.113
H -0.350 -1.824 -3.382 0.100
H -1.532 -2.814 0.626 0.073
H -0.700 -0.860 4.140 0.086
H -3.991 0.360 -2.045 0.049
H 1.295 -2.765 3.241 0.107
H 0.314 1.794 -5.575 0.101
H 2.427 3.807 -2.978 0.117
H 5.423 -1.587 0.931 0.111
H 0.725 -3.399 -0.023 0.062
H 5.738 -3.389 3.960 0.108
```

The spin multiplicity is 6. Its total energy is -6326.9421 hartree. Its HOMO-LUMO gap (alpha / beta) is 7.893 / 7.896 eV. As for the energy above the lowest of the compared OMol25 structures with the same formula, charge and spin: 20.2 kJ/mol. The net charge is -1. Its strongest force on any atom is 3.515 eV/Å. The highest occupied orbital energy (alpha / beta) comes out at -5.79 / -5.79 eV.